i:
{
  "formula": "C6H16",
  "method": "ωB97M-V with the def2-TZVPD basis set",
  "symbols": ["C", "C", "C", "C", "H", "H", "H", "H", "H", "H", "H", "H", "H", "H", "C", "C", "H", "H", "H", "H", "H", "H"],
  "positions_angstrom": [[-2.109, 0.062, 0.716], [-0.838, 0.859, 0.498], [-0.825, 1.393, -0.891], [-0.584, 1.977, 1.568], [-2.575, -0.397, -0.163], [-2.868, 0.715, 1.250], [-1.892, -0.832, 1.322], [0.094, 0.255, 0.752], [-1.073, 0.664, -1.672], [-1.531, 2.217, -0.995], [0.186, 1.686, -1.227], [-1.074, 1.611, 2.460], [0.442, 2.289, 1.694], [-1.173, 2.865, 1.166], [2.556, -2.413, -1.132], [1.464, -1.504, -0.469], [3.272, -1.784, -1.650], [2.999, -3.018, -0.368], [2.034, -3.007, -1.885], [1.551, -0.428, -0.618], [0.506, -1.705, -0.984], [1.437, -1.505, 0.627]],
  "smiles": "CC(C)C.CC",
  "total_charge": 0
}

ii:
{
  "formula": "C6H16",
  "method": "ωB97M-V with the def2-TZVPD basis set",
  "symbols": ["C", "C", "C", "H", "H", "H", "H", "H", "H", "H", "H", "C", "C", "C", "H", "H", "H", "H", "H", "H", "H", "H"],
  "positions_angstrom": [[1.704, -0.127, -2.497], [0.355, 0.639, -2.641], [-0.065, 1.347, -1.378], [2.536, 0.532, -2.728], [1.586, -1.054, -3.218], [1.904, -0.435, -1.513], [0.419, 1.432, -3.469], [-0.426, -0.105, -2.847], [0.738, 2.039, -0.993], [-1.004, 1.912, -1.721], [-0.384, 0.702, -0.575], [-0.880, 0.739, 2.254], [-1.210, -0.873, 1.871], [-0.034, -1.764, 2.349], [-1.248, 1.017, 3.195], [-1.381, 1.356, 1.550], [0.238, 0.833, 2.246], [-2.141, -1.243, 2.329], [-1.259, -0.898, 0.786], [0.783, -1.498, 1.647], [0.158, -1.645, 3.314], [-0.389, -2.904, 2.039]],
  "smiles": "CCC.CCC",
  "total_charge": 0
}

iii:
{
  "formula": "C6H16",
  "method": "ωB97M-V with the def2-TZVPD basis set",
  "symbols": ["C", "C", "C", "C", "H", "H", "H", "H", "H", "H", "H", "H", "H", "H", "C", "C", "H", "H", "H", "H", "H", "H"],
  "positions_angstrom": [[0.983, -0.287, -0.500], [1.169, 1.220, -0.265], [2.544, 1.722, 0.138], [0.834, 2.166, -1.442], [1.787, -0.667, -1.207], [0.090, -0.461, -1.070], [1.033, -0.921, 0.383], [0.407, 1.447, 0.624], [3.313, 1.233, -0.461], [2.638, 2.865, 0.326], [2.651, 1.450, 1.199], [-0.199, 1.983, -1.653], [0.944, 3.193, -1.222], [1.565, 2.024, -2.135], [-2.175, -1.801, 1.553], [-2.926, -2.356, 0.331], [-2.578, -2.157, 2.543], [-1.222, -2.327, 1.567], [-1.656, -0.812, 1.533], [-3.004, -1.639, -0.518], [-3.936, -2.656, 0.270], [-2.262, -3.218, 0.006]],
  "smiles": "CC(C)C.CC",
  "total_charge": 0
}

iv:
{
  "formula": "C6H16",
  "method": "ωB97M-V with the def2-TZVPD basis set",
  "symbols": ["C", "C", "C", "C", "H", "H", "H", "H", "H", "H", "H", "H", "H", "H", "C", "C", "H", "H", "H", "H", "H", "H"],
  "positions_angstrom": [[-0.217, -2.904, 0.294], [-0.139, -1.458, -0.188], [1.035, -1.231, -1.126], [-1.566, -1.242, -0.692], [-1.198, -3.388, 0.569], [0.347, -3.081, 1.194], [0.171, -3.430, -0.535], [0.023, -1.028, 0.891], [1.960, -1.817, -0.788], [0.856, -1.558, -2.123], [1.285, -0.344, -1.420], [-2.241, -0.998, 0.105], [-1.597, -0.330, -1.262], [-1.921, -2.186, -1.227], [0.070, 3.221, 1.498], [0.772, 3.021, 0.178], [-0.480, 4.095, 1.394], [-0.713, 2.493, 1.746], [0.702, 3.376, 2.444], [1.347, 2.080, 0.036], [1.448, 3.676, -0.313], [0.054, 3.034, -0.676]],
  "smiles": "CC(C)C.CC",
  "total_charge": 0
}

If you had to name the least stable structure above, which would it be? It would be iv.